# 1
C35H37AsBrFN3O3ReS3 as an isolated structure, computed with the ωB97M-V functional and the def2-TZVPD basis.

Geometry (Å):
C1 -1.625 0.968 2.914
C2 -1.764 0.999 4.316
C3 -0.906 0.015 -4.103
C4 -0.826 0.421 5.117
C5 -3.519 -1.541 2.548
O1 1.343 -2.514 -1.280
C6 -0.632 -2.452 -6.919
C7 -1.715 0.194 -6.381
C8 -1.044 -0.532 -5.386
H1 -3.786 -0.515 2.312
C9 -2.976 2.212 -9.600
H2 -1.303 1.722 -2.861
H3 -1.702 3.495 -8.385
C10 -3.782 3.242 -6.908
H4 -2.801 -2.480 -7.001
N1 -2.840 2.168 -7.190
C11 -3.667 3.495 -0.352
H5 -2.907 1.192 -9.972
S1 -0.996 -2.111 0.162
H6 -2.416 1.423 2.331
H7 0.512 -3.417 -4.828
Re1 -0.451 0.257 0.169
C12 -0.550 0.382 2.270
H8 -4.498 2.899 -6.162
C13 0.483 -0.129 3.129
H9 0.198 -3.152 -6.984
C14 -4.393 -2.179 -0.344
C15 0.267 -1.994 -3.331
C16 2.703 -1.129 3.421
H10 -5.297 -2.669 0.018
H11 -0.467 -1.710 -7.701
C17 -0.236 -0.706 -3.011
H12 -0.935 0.413 6.195
H13 -1.194 1.815 -8.445
H14 -4.561 -1.114 -0.472
H15 -2.730 -4.895 0.489
Br1 2.012 -0.507 0.765
H16 -2.011 -3.648 -8.072
O2 1.440 -3.998 -2.975
C18 -1.961 -3.170 -7.093
C19 1.110 -2.941 -2.424
H17 -4.480 5.471 -0.451
H18 -4.661 1.578 -8.602
H19 -1.888 -0.243 -7.355
H20 -2.799 2.909 -10.416
N2 -4.399 2.407 -9.136
C20 -2.331 5.497 -0.361
H21 -4.019 -4.617 1.694
C21 -1.183 4.732 -0.281
C22 1.350 -0.700 5.357
C23 -3.020 -4.329 1.371
H22 -2.635 1.475 4.751
C24 -2.029 1.995 -4.844
F1 -2.467 3.247 -4.583
H23 1.201 -0.717 6.430
As1 -2.974 -2.452 0.940
H24 -2.261 6.577 -0.391
N3 -0.526 -1.789 -5.616
H25 -4.031 4.420 -8.748
H26 -3.314 4.152 -6.526
C25 -2.066 2.459 -8.387
H27 -4.379 -2.076 2.951
C26 -2.512 2.717 -0.267
C27 -1.268 3.340 -0.226
C28 0.335 -0.148 4.542
C29 -2.198 1.466 -6.132
C30 -1.418 1.291 -3.849
C31 0.087 -2.443 -4.608
C32 -4.502 3.593 -8.221
C33 -3.578 4.874 -0.397
H28 3.275 -1.610 5.443
O3 -0.173 -0.075 -1.925
H29 -0.207 5.201 -0.250
S2 -2.612 0.956 -0.219
H30 -2.701 -1.545 3.266
S3 0.200 2.366 -0.138
C34 1.717 -0.609 2.636
H31 -5.031 2.491 -9.929
H32 -5.553 3.827 -8.070
H33 3.626 -1.484 2.984
H34 -2.077 -3.942 -6.332
H35 -2.301 -4.518 2.165
H36 -4.085 -2.619 -1.291
H37 -4.634 3.006 -0.373
C35 2.502 -1.189 4.813

- E_HOMO (alpha / beta) (eV) = -8.94 / -9.23
- charge = +1
- energy relative to the best compared isomer or geometry (same formula, charge and spin) (kcal per mole) = 0.0
- DFT total energy (a.u.) = -7928.21296
- molar mass (u) = 1003.93
- 2S+1 = 2
- lowest unoccupied orbital energy (alpha / beta) (eV) = -3.235 / -3.235

# 2
C35H37AsN4O3S4TeTl as an isolated structure at a distorted geometry, computed with the ωB97M-V functional and the def2-TZVPD basis.

Geometry (Å):
H1 4.607 -3.308 -3.823
S1 -1.539 -2.369 2.545
C1 1.457 5.253 -0.885
H2 4.942 0.079 0.843
C2 0.141 -1.969 -5.699
H3 3.000 6.646 -1.411
H4 -0.482 0.554 3.105
N1 -2.285 -1.106 -1.156
C3 -4.287 0.297 5.695
C4 -3.354 -0.495 -0.575
O1 -5.630 0.309 0.897
C5 0.156 3.405 2.125
H5 4.969 -0.176 3.308
H6 -0.825 2.929 2.140
H7 -1.686 -2.087 -6.840
Tl1 -0.309 -2.875 -0.324
C6 4.024 0.143 1.414
H8 0.888 0.946 -2.310
C7 -3.760 1.272 4.865
H9 2.971 -2.878 -0.527
C8 -4.873 -0.833 5.152
H10 0.508 0.977 4.532
H11 1.732 7.312 -0.374
C9 2.821 0.331 0.768
H12 -5.049 0.648 -1.448
H13 1.416 7.024 -2.093
C10 -4.443 0.000 2.942
H14 -3.112 -1.525 -4.951
C11 1.012 2.957 -1.546
C12 2.852 0.046 3.500
C13 -1.237 -1.888 -5.877
O2 1.015 -4.551 -2.133
H15 -5.271 -1.599 5.802
C14 1.632 0.411 1.479
C15 0.395 0.285 3.696
C16 -4.141 0.090 -1.530
Te1 -0.122 0.644 0.291
N2 -3.492 -0.466 0.804
C17 -2.396 -0.919 -2.460
N3 -3.524 -0.199 -2.722
C18 -4.601 -0.055 1.450
H16 2.787 0.404 -0.311
O3 0.452 -1.186 -2.201
H17 1.777 4.476 -2.848
C19 -2.037 -1.566 -4.800
C20 -4.962 -0.977 3.778
S2 -0.358 -5.638 3.070
S3 1.850 -3.159 1.867
C21 1.928 6.643 -1.210
C22 1.632 0.258 2.861
H18 -4.229 0.418 6.767
H19 0.113 4.342 2.681
C23 3.041 -2.626 -1.587
C24 -0.097 -1.428 -3.323
H20 1.043 5.692 1.162
C25 0.596 3.650 0.715
H21 -5.422 -1.851 3.345
H22 1.763 -1.779 -4.326
H23 2.851 -0.118 4.570
H24 -3.408 1.860 2.833
H25 0.296 2.196 -3.415
H26 -2.728 -0.895 1.332
H27 2.134 -2.075 -1.858
C26 -1.513 -1.336 -3.532
C27 0.577 2.641 -0.255
H28 3.904 -1.984 -1.746
H29 0.860 2.735 2.617
H30 2.443 -5.554 -3.154
C28 1.058 1.961 -2.668
H31 4.415 -5.043 -3.522
C29 -3.829 1.117 3.493
S4 0.665 -3.121 5.207
C30 2.146 -4.666 -2.553
C31 1.037 4.927 0.393
H32 0.775 -2.221 -6.543
H33 -3.807 0.134 -3.625
As1 0.167 -3.559 3.172
N4 3.168 -3.825 -2.397
C32 4.426 -4.061 -3.049
C33 0.691 -1.731 -4.467
H34 -3.297 2.155 5.286
H35 0.223 -0.709 4.118
H36 2.029 2.008 -3.164
H37 5.248 -4.023 -2.330
C34 4.035 -0.002 2.791
C35 1.440 4.251 -1.841

- E_HOMO (alpha / beta) (eV) = -1.77 / -1.75
- charge = -2
- DFT total energy (a.u.) = -6069.84620
- molar mass (u) = 1096.88
- 2S+1 = 2
- lowest unoccupied orbital energy (alpha / beta) (eV) = 3.856 / 3.046

# 3
C35H37BrCoP2 as an isolated structure at a distorted geometry, computed with the ωB97M-V functional and the def2-TZVPD basis.

Geometry (Å):
H1 -1.239 -5.309 4.407
H2 -4.176 -4.320 -3.590
Br1 -0.411 -0.473 2.025
C1 0.570 -3.574 1.438
H3 2.182 -3.898 -1.653
C2 -2.579 -2.962 -3.041
C3 -0.833 -3.751 1.409
C4 0.463 -5.517 -3.838
H4 -2.192 -6.879 -2.301
H5 2.981 -7.368 -2.309
C5 2.434 -6.407 -2.370
H6 2.377 -3.803 2.613
C6 3.276 -0.813 1.476
H7 3.882 -3.715 -0.239
H8 -2.563 -4.486 2.466
H9 -1.863 -0.568 -4.870
H10 1.866 0.353 -2.882
C7 -1.477 -4.374 2.480
C8 3.014 -1.981 0.730
C9 0.418 -6.593 -0.872
C10 5.381 -2.543 0.794
H11 -0.766 1.146 -1.754
C11 -0.924 -0.020 -4.835
H12 -0.816 -8.320 -1.112
C12 -4.911 -2.559 -2.551
C13 -4.566 -1.369 -1.902
C14 -0.787 -5.807 -3.466
Co1 -0.289 -1.182 -0.192
C15 1.652 -6.142 -1.111
H13 6.194 -3.230 0.527
P1 -0.464 -1.283 -2.333
H14 0.501 -8.258 -2.264
H15 1.359 -7.491 -3.924
C16 1.177 0.502 -3.714
C17 1.305 -3.998 2.559
H16 0.672 -4.644 -4.458
H17 0.859 2.300 -6.596
C18 1.494 1.400 -4.737
H18 2.453 -0.150 1.752
H19 2.439 1.952 -4.697
C19 -0.048 -0.197 -3.744
C20 -2.237 -1.761 -2.420
C21 0.609 1.592 -5.808
C22 -0.731 -4.830 3.576
H20 -1.632 -5.221 -3.821
H21 4.790 0.375 2.476
P2 1.362 -2.472 0.186
H22 -2.936 -0.073 -1.275
C23 0.653 -4.639 3.615
C24 -0.586 0.774 -0.735
H23 -1.354 1.184 -0.060
H24 0.743 -3.071 -3.510
H25 -5.955 -2.864 -2.615
H26 2.199 -5.599 -0.324
H27 -0.134 -6.312 0.038
H28 0.404 1.133 -0.401
H29 -5.344 -0.748 -1.457
H30 6.647 -1.165 1.855
H31 -1.424 -3.337 0.581
C25 -0.587 0.871 -5.858
C26 -3.916 -3.375 -3.106
C27 5.631 -1.387 1.549
H32 -1.775 -3.576 -3.438
C28 -3.232 -0.967 -1.819
H33 3.217 -5.636 -2.469
H34 1.233 -4.974 4.483
C29 1.410 -3.144 -1.478
C30 -0.243 -7.629 -1.753
C31 0.617 -2.698 -2.497
C32 4.583 -0.525 1.886
H35 -1.264 1.004 -6.706
C33 4.083 -2.828 0.369
C34 1.630 -6.451 -3.697
H36 2.343 -6.173 -4.491
C35 -1.226 -7.064 -2.791
H37 -1.409 -7.855 -3.538

- E_HOMO (alpha / beta) (eV) = -5.10 / -7.84
- charge = 0
- energy relative to the best compared isomer or geometry (same formula, charge and spin) (kcal per mole) = 17.4
- DFT total energy (a.u.) = -5995.20996
- molar mass (u) = 658.47
- 2S+1 = 4
- lowest unoccupied orbital energy (alpha / beta) (eV) = 0.161 / 0.233

> Among the records above, which one has the highest charge?

C35H37AsBrFN3O3ReS3

Please write out number 1 again, unchanged.
C35H37AsBrFN3O3ReS3 as an isolated structure, computed with the ωB97M-V functional and the def2-TZVPD basis.

Geometry (Å):
C1 -1.625 0.968 2.914
C2 -1.764 0.999 4.316
C3 -0.906 0.015 -4.103
C4 -0.826 0.421 5.117
C5 -3.519 -1.541 2.548
O1 1.343 -2.514 -1.280
C6 -0.632 -2.452 -6.919
C7 -1.715 0.194 -6.381
C8 -1.044 -0.532 -5.386
H1 -3.786 -0.515 2.312
C9 -2.976 2.212 -9.600
H2 -1.303 1.722 -2.861
H3 -1.702 3.495 -8.385
C10 -3.782 3.242 -6.908
H4 -2.801 -2.480 -7.001
N1 -2.840 2.168 -7.190
C11 -3.667 3.495 -0.352
H5 -2.907 1.192 -9.972
S1 -0.996 -2.111 0.162
H6 -2.416 1.423 2.331
H7 0.512 -3.417 -4.828
Re1 -0.451 0.257 0.169
C12 -0.550 0.382 2.270
H8 -4.498 2.899 -6.162
C13 0.483 -0.129 3.129
H9 0.198 -3.152 -6.984
C14 -4.393 -2.179 -0.344
C15 0.267 -1.994 -3.331
C16 2.703 -1.129 3.421
H10 -5.297 -2.669 0.018
H11 -0.467 -1.710 -7.701
C17 -0.236 -0.706 -3.011
H12 -0.935 0.413 6.195
H13 -1.194 1.815 -8.445
H14 -4.561 -1.114 -0.472
H15 -2.730 -4.895 0.489
Br1 2.012 -0.507 0.765
H16 -2.011 -3.648 -8.072
O2 1.440 -3.998 -2.975
C18 -1.961 -3.170 -7.093
C19 1.110 -2.941 -2.424
H17 -4.480 5.471 -0.451
H18 -4.661 1.578 -8.602
H19 -1.888 -0.243 -7.355
H20 -2.799 2.909 -10.416
N2 -4.399 2.407 -9.136
C20 -2.331 5.497 -0.361
H21 -4.019 -4.617 1.694
C21 -1.183 4.732 -0.281
C22 1.350 -0.700 5.357
C23 -3.020 -4.329 1.371
H22 -2.635 1.475 4.751
C24 -2.029 1.995 -4.844
F1 -2.467 3.247 -4.583
H23 1.201 -0.717 6.430
As1 -2.974 -2.452 0.940
H24 -2.261 6.577 -0.391
N3 -0.526 -1.789 -5.616
H25 -4.031 4.420 -8.748
H26 -3.314 4.152 -6.526
C25 -2.066 2.459 -8.387
H27 -4.379 -2.076 2.951
C26 -2.512 2.717 -0.267
C27 -1.268 3.340 -0.226
C28 0.335 -0.148 4.542
C29 -2.198 1.466 -6.132
C30 -1.418 1.291 -3.849
C31 0.087 -2.443 -4.608
C32 -4.502 3.593 -8.221
C33 -3.578 4.874 -0.397
H28 3.275 -1.610 5.443
O3 -0.173 -0.075 -1.925
H29 -0.207 5.201 -0.250
S2 -2.612 0.956 -0.219
H30 -2.701 -1.545 3.266
S3 0.200 2.366 -0.138
C34 1.717 -0.609 2.636
H31 -5.031 2.491 -9.929
H32 -5.553 3.827 -8.070
H33 3.626 -1.484 2.984
H34 -2.077 -3.942 -6.332
H35 -2.301 -4.518 2.165
H36 -4.085 -2.619 -1.291
H37 -4.634 3.006 -0.373
C35 2.502 -1.189 4.813

- E_HOMO (alpha / beta) (eV) = -8.94 / -9.23
- charge = +1
- energy relative to the best compared isomer or geometry (same formula, charge and spin) (kcal per mole) = 0.0
- DFT total energy (a.u.) = -7928.21296
- molar mass (u) = 1003.93
- 2S+1 = 2
- lowest unoccupied orbital energy (alpha / beta) (eV) = -3.235 / -3.235

> 2S+1 of number 1 (C35H37AsBrFN3O3ReS3)?

2

> Among the records above, which one has the highest charge?

C35H37AsBrFN3O3ReS3